Record 1
One molecule with the formula C15H17NO4S, computed with wB97M-V/def2-TZVPD.

The orbital gap is 8.4 eV. For the energy relative to the best compared isomer or geometry (same formula, charge and spin), the calculation gives 7.750 eV. As for the SMILES: C[N+](C)([O-])Cc1ccccc1S(=O)(=O)c1cccc(O)c1. Its total energy is -36340.1736 eV.

ORCA input file:
```
! RIJCOSX wB97M-V def2-TZVPD def2/J DEFGRID3
* xyz 0 1
C -0.292 2.153 -2.966
N -1.308 1.867 -1.889
C -1.746 3.108 -1.154
O -2.253 1.467 -2.575
C -0.866 0.909 -0.808
C -0.029 -0.296 -1.321
C -0.579 -1.062 -2.294
C 0.089 -2.276 -2.683
C 1.395 -2.581 -2.221
C 2.000 -1.678 -1.339
C 1.271 -0.621 -0.728
S 2.090 0.255 0.751
O 3.467 -0.234 0.969
O 1.993 1.746 0.612
C 0.987 -0.200 2.145
C 0.749 0.668 3.165
C -0.214 0.234 4.077
C -0.681 -1.094 4.151
C -0.433 -1.976 3.112
O -0.954 -3.197 3.034
C 0.389 -1.536 2.098
H -0.846 2.241 -3.833
H 0.301 1.301 -3.139
H 0.370 2.964 -2.760
H -2.653 2.801 -0.610
H -1.976 3.933 -1.824
H -0.878 3.319 -0.516
H -1.725 0.587 -0.263
H -0.171 1.285 -0.053
H -1.665 -0.803 -2.575
H -0.421 -2.988 -3.273
H 1.921 -3.440 -2.570
H 2.952 -1.965 -0.865
H 1.365 1.547 3.332
H -0.316 1.050 4.800
H -1.285 -1.479 4.976
H -0.776 -3.804 3.797
H 0.728 -2.205 1.240
*
```

How is the electron density shared among the atoms? According to natural (NBO), the charges in e are:
1. C -0.415
2. N 0.113
3. C -0.412
4. O -0.738
5. C -0.288
6. C -0.016
7. C -0.227
8. C -0.157
9. C -0.229
10. C -0.188
11. C -0.277
12. S 2.067
13. O -0.903
14. O -0.933
15. C -0.259
16. C -0.222
17. C -0.188
18. C -0.245
19. C 0.285
20. O -0.684
21. C -0.247
22. H 0.241
23. H 0.213
24. H 0.195
25. H 0.222
26. H 0.220
27. H 0.197
28. H 0.231
29. H 0.232
30. H 0.281
31. H 0.214
32. H 0.225
33. H 0.243
34. H 0.250
35. H 0.227
36. H 0.225
37. H 0.498
38. H 0.248

***

Record 2
One molecule with the formula C15H17NO5, computed with wB97M-V/def2-TZVPD.

The orbital gap is 9.6 eV. For the energy relative to the best compared isomer or geometry (same formula, charge and spin), the calculation gives 0.000 eV. As for the SMILES: CN1C(=O)CC[C@](CCC(=O)O)(c2ccccc2O)C1=O. Its total energy is -27560.1495 eV.

ORCA input file:
```
! RIJCOSX wB97M-V def2-TZVPD def2/J DEFGRID3
* xyz 0 1
C 1.225 3.164 1.795
N 0.604 1.859 1.638
C 0.819 0.914 2.619
O 1.655 1.076 3.477
C -0.076 -0.305 2.598
C -1.191 -0.237 1.565
C -0.612 0.258 0.231
C -1.665 0.312 -0.894
C -2.167 -1.053 -1.371
C -3.176 -0.838 -2.471
O -4.367 -0.933 -2.356
O -2.587 -0.503 -3.625
C 0.582 -0.570 -0.213
C 0.586 -1.953 -0.067
C 1.644 -2.731 -0.503
C 2.734 -2.132 -1.106
C 2.752 -0.761 -1.268
C 1.689 0.021 -0.831
O 1.716 1.371 -0.993
C -0.216 1.703 0.532
O -0.606 2.660 -0.087
H 1.612 3.486 0.830
H 0.488 3.891 2.139
H 2.026 3.073 2.523
H -0.477 -0.420 3.607
H 0.570 -1.168 2.414
H -1.664 -1.213 1.461
H -1.962 0.467 1.889
H -2.511 0.905 -0.540
H -1.221 0.842 -1.738
H -2.659 -1.594 -0.563
H -1.337 -1.639 -1.766
H -3.254 -0.332 -4.309
H -0.256 -2.443 0.395
H 1.613 -3.801 -0.370
H 3.567 -2.726 -1.449
H 3.599 -0.280 -1.740
H 2.523 1.631 -1.455
*
```

How is the electron density shared among the atoms? According to natural (NBO), the charges in e are:
1. C -0.416
2. N -0.500
3. C 0.708
4. O -0.585
5. C -0.508
6. C -0.395
7. C -0.175
8. C -0.366
9. C -0.517
10. C 0.801
11. O -0.593
12. O -0.690
13. C -0.111
14. C -0.189
15. C -0.244
16. C -0.171
17. C -0.304
18. C 0.383
19. O -0.683
20. C 0.763
21. O -0.575
22. H 0.216
23. H 0.208
24. H 0.240
25. H 0.247
26. H 0.246
27. H 0.219
28. H 0.223
29. H 0.224
30. H 0.237
31. H 0.224
32. H 0.236
33. H 0.499
34. H 0.213
35. H 0.218
36. H 0.218
37. H 0.208
38. H 0.492

***

Record 3
A 2-piece molecular cluster, C15H18 overall, computed with wB97M-V/def2-TZVPD.

The orbital gap is 9.7 eV. For the energy relative to the best compared isomer or geometry (same formula, charge and spin), the calculation gives 0.923 eV. As for the SMILES: CCc1ccccc1.Cc1ccccc1. Its total energy is -15846.0562 eV.

ORCA input file:
```
! RIJCOSX wB97M-V def2-TZVPD def2/J DEFGRID3
* xyz 0 1
C -0.755 -1.723 -2.541
C -0.832 -0.432 -1.657
C 0.557 0.120 -1.517
C 0.810 1.397 -2.133
C 2.029 2.004 -2.069
C 3.087 1.382 -1.407
C 2.786 0.243 -0.686
C 1.572 -0.463 -0.785
H 0.196 -2.240 -2.414
H -0.749 -1.493 -3.611
H -1.631 -2.344 -2.389
H -1.437 0.366 -2.073
H -1.197 -0.818 -0.704
H -0.062 1.838 -2.601
H 2.217 2.975 -2.517
H 4.095 1.758 -1.432
H 3.540 -0.066 0.035
H 1.633 -1.472 -0.394
C -1.584 -2.109 1.329
C -1.212 -0.688 1.759
C 0.069 -0.476 2.267
C 0.364 0.762 2.809
C -0.518 1.828 2.635
C -1.841 1.605 2.240
C -2.172 0.307 1.833
H -0.780 -2.830 1.367
H -2.030 -2.279 0.349
H -2.281 -2.335 2.140
H 0.884 -1.164 2.077
H 1.247 0.925 3.420
H -0.306 2.867 2.869
H -2.498 2.462 2.237
H -3.202 0.095 1.566
*
```

How is the electron density shared among the atoms? According to natural (NBO), the charges in e are:
1. C -0.606
2. C -0.421
3. C 0.017
4. C -0.226
5. C -0.204
6. C -0.233
7. C -0.178
8. C -0.249
9. H 0.211
10. H 0.206
11. H 0.203
12. H 0.209
13. H 0.223
14. H 0.205
15. H 0.211
16. H 0.214
17. H 0.201
18. H 0.215
19. C -0.642
20. C -0.010
21. C -0.223
22. C -0.195
23. C -0.220
24. C -0.199
25. C -0.233
26. H 0.217
27. H 0.216
28. H 0.227
29. H 0.216
30. H 0.212
31. H 0.211
32. H 0.215
33. H 0.209

***

Record 4
A 2-piece molecular cluster, C15H18BrFN2O3P overall, computed with wB97M-V/def2-TZVPD.

The orbital gap is 7.3 eV. Its total energy is -107012.6988 eV.

ORCA input file:
```
! RIJCOSX wB97M-V def2-TZVPD def2/J DEFGRID3
* xyz 1 1
C 2.735 -0.590 3.313
C 3.302 -1.201 2.033
C 2.726 -0.508 0.808
Br 3.288 -1.283 -0.886
C 1.246 -0.264 0.780
N 0.920 1.008 0.493
C -0.331 1.483 0.429
C -1.372 0.623 0.662
C -1.101 -0.722 0.933
C -2.357 -1.558 1.139
O -2.554 -2.615 0.668
O -3.322 -0.896 1.831
C 0.219 -1.207 1.004
P 0.358 -3.050 1.389
N 0.900 -3.107 3.020
O 1.697 -3.475 0.557
H 2.832 0.494 3.324
H 3.229 -1.031 4.172
H 1.682 -0.817 3.443
H 4.362 -0.958 2.025
H 3.234 -2.280 1.983
H 3.195 0.473 0.795
H 1.679 1.656 0.309
H -0.456 2.527 0.217
H -2.378 1.004 0.628
H -3.029 -0.695 2.731
H 0.285 -3.751 3.504
H 1.829 -3.517 3.063
H 1.723 -4.439 0.511
F 0.078 2.386 -2.068
C -0.997 2.389 -2.915
C -1.777 1.255 -3.001
C -2.870 1.265 -3.856
C -3.154 2.395 -4.609
C -2.348 3.521 -4.506
C -1.258 3.525 -3.648
H -1.530 0.379 -2.414
H -3.496 0.388 -3.936
H -4.003 2.398 -5.278
H -2.566 4.400 -5.096
H -0.620 4.393 -3.549
*
```

How is the electron density shared among the atoms? According to natural (NBO), the charges in e are:
1. C -0.623
2. C -0.427
3. C -0.289
4. Br 0.091
5. C 0.270
6. N -0.429
7. C 0.110
8. C -0.225
9. C -0.059
10. C 0.753
11. O -0.448
12. O -0.695
13. C -0.279
14. P 1.264
15. N -1.170
16. O -0.985
17. H 0.203
18. H 0.240
19. H 0.220
20. H 0.236
21. H 0.227
22. H 0.222
23. H 0.444
24. H 0.259
25. H 0.273
26. H 0.501
27. H 0.401
28. H 0.392
29. H 0.515
30. F -0.362
31. C 0.379
32. C -0.299
33. C -0.182
34. C -0.212
35. C -0.175
36. C -0.282
37. H 0.218
38. H 0.228
39. H 0.229
40. H 0.230
41. H 0.237

***

Record 5
One molecule with the formula C15H18Cl2N2O2, computed with wB97M-V/def2-TZVPD.

The orbital gap is 10.0 eV. For the energy relative to the best compared isomer or geometry (same formula, charge and spin), the calculation gives 0.146 eV. As for the SMILES: CC1CCN(C(=O)CNC(=O)c2ccc(Cl)cc2Cl)CC1. Its total energy is -47968.9262 eV.

ORCA input file:
```
! RIJCOSX wB97M-V def2-TZVPD def2/J DEFGRID3
* xyz 0 1
C 1.615 4.854 -1.598
C 0.398 4.226 -0.925
C -0.356 3.312 -1.894
C -1.537 2.641 -1.195
N -1.073 1.907 -0.033
C -1.087 0.564 -0.050
O -1.594 -0.081 -0.954
C -0.473 -0.161 1.147
N -0.514 -1.573 0.869
C 0.321 -2.438 1.470
O 1.060 -2.119 2.382
C 0.229 -3.858 0.991
C 0.182 -4.855 1.961
C 0.119 -6.192 1.622
C 0.123 -6.545 0.280
Cl 0.046 -8.206 -0.171
C 0.200 -5.578 -0.709
C 0.253 -4.240 -0.349
Cl 0.398 -3.073 -1.617
C -0.416 2.751 0.939
C 0.808 3.417 0.308
H 2.138 5.509 -0.906
H 2.306 4.082 -1.929
H 1.313 5.438 -2.464
H -0.278 5.028 -0.605
H -0.719 3.885 -2.748
H 0.321 2.540 -2.266
H -2.033 1.933 -1.860
H -2.261 3.395 -0.866
H 0.568 0.137 1.314
H -1.049 0.065 2.054
H -1.055 -1.810 0.043
H 0.199 -4.555 2.997
H 0.074 -6.954 2.384
H 0.225 -5.860 -1.749
H -0.131 2.179 1.820
H -1.130 3.523 1.250
H 1.288 4.065 1.043
H 1.524 2.647 0.014
*
```

How is the electron density shared among the atoms? According to natural (NBO), the charges in e are:
1. C -0.598
2. C -0.215
3. C -0.406
4. C -0.223
5. N -0.427
6. C 0.682
7. O -0.646
8. C -0.319
9. N -0.606
10. C 0.663
11. O -0.621
12. C -0.170
13. C -0.133
14. C -0.239
15. C -0.019
16. Cl 0.022
17. C -0.257
18. C 0.004
19. Cl 0.027
20. C -0.210
21. C -0.407
22. H 0.209
23. H 0.204
24. H 0.210
25. H 0.192
26. H 0.214
27. H 0.205
28. H 0.249
29. H 0.188
30. H 0.232
31. H 0.218
32. H 0.437
33. H 0.238
34. H 0.232
35. H 0.242
36. H 0.217
37. H 0.194
38. H 0.214
39. H 0.203

***

Record 6
One molecule with the formula C15H18ClN5, computed with wB97M-V/def2-TZVPD.

The orbital gap is 8.6 eV. For the energy relative to the best compared isomer or geometry (same formula, charge and spin), the calculation gives 0.000 eV. As for the SMILES: [H]/N=C1/c2cn[nH]c2N(C(C)(C)C)CN1c1ccc(Cl)cc1. Its total energy is -35817.6740 eV.

ORCA input file:
```
! RIJCOSX wB97M-V def2-TZVPD def2/J DEFGRID3
* xyz 0 1
H -0.938 1.442 3.205
N -1.647 1.003 2.645
C -1.203 0.430 1.606
C -2.079 -0.300 0.753
C -3.522 -0.587 0.907
N -4.098 -1.321 -0.063
N -2.964 -1.508 -0.879
C -1.821 -0.779 -0.495
N -0.464 -0.723 -0.990
C -0.155 -0.855 -2.456
C -1.407 -1.179 -3.385
C 0.878 -2.095 -2.567
C 0.382 0.443 -2.993
C 0.529 -0.686 0.061
N 0.136 0.251 1.149
C 1.110 0.958 1.867
C 2.270 0.290 2.294
C 3.119 0.941 3.104
C 2.885 2.269 3.569
Cl 3.872 3.029 4.857
C 1.766 2.962 3.060
C 0.859 2.311 2.181
H -4.157 -0.161 1.631
H -3.006 -2.094 -1.705
H -2.036 -0.264 -3.351
H -0.985 -1.303 -4.401
H -2.101 -2.026 -3.141
H 1.883 -2.022 -2.018
H 0.376 -2.991 -2.132
H 1.075 -2.340 -3.627
H 0.740 0.348 -3.988
H 1.167 0.918 -2.408
H -0.461 1.111 -3.068
H 1.486 -0.409 -0.384
H 0.505 -1.627 0.477
H 2.412 -0.713 1.866
H 3.975 0.393 3.448
H 1.610 3.957 3.500
H 0.006 2.926 1.870
*
```

How is the electron density shared among the atoms? According to natural (NBO), the charges in e are:
1. H 0.346
2. N -0.689
3. C 0.450
4. C -0.284
5. C 0.029
6. N -0.248
7. N -0.407
8. C 0.376
9. N -0.471
10. C 0.175
11. C -0.616
12. C -0.637
13. C -0.628
14. C -0.005
15. N -0.473
16. C 0.179
17. C -0.246
18. C -0.207
19. C -0.032
20. Cl -0.017
21. C -0.214
22. C -0.251
23. H 0.212
24. H 0.400
25. H 0.223
26. H 0.229
27. H 0.198
28. H 0.213
29. H 0.215
30. H 0.214
31. H 0.213
32. H 0.217
33. H 0.215
34. H 0.218
35. H 0.175
36. H 0.223
37. H 0.225
38. H 0.232
39. H 0.247

***

Record 7
C15H18CsN5O3S as an isolated structure, computed with wB97M-V/def2-TZVPD.

The orbital gap is 5.8 eV. Its total energy is -40823.0726 eV.

ORCA input file:
```
! RIJCOSX wB97M-V def2-TZVPD def2/J DEFGRID3
* xyz -2 1
Cs -1.399 0.418 -0.845
N -6.407 0.901 0.168
C -5.064 1.035 -0.322
C -4.161 2.024 0.488
O -4.346 2.023 1.742
N -3.284 2.692 -0.202
C -2.424 3.560 0.629
C -1.044 3.848 0.055
O -0.464 2.953 -0.605
O -0.574 4.970 0.283
H -6.985 1.751 -0.071
H -6.434 0.863 1.189
H -5.038 1.344 -1.363
H -4.533 0.030 -0.204
H -2.346 3.113 1.695
H -2.916 4.558 0.676
C 3.441 3.450 -0.394
N 3.536 2.008 -0.169
C 2.608 0.935 -0.613
C 3.329 -0.378 -0.232
N 4.692 0.099 -0.119
C 4.732 1.460 0.008
S 6.120 2.273 0.512
H 2.710 3.608 -1.174
H 4.372 3.836 -0.836
H 3.212 4.036 0.521
H 2.477 1.045 -1.689
H 1.646 0.982 -0.120
H 3.212 -1.140 -1.063
H 3.047 -0.778 0.729
H 5.466 -0.377 0.388
N 2.161 -7.269 1.269
C 1.510 -6.430 0.806
C 0.697 -5.400 0.303
C 1.080 -4.780 -0.898
C 0.224 -3.713 -1.273
C -0.898 -3.204 -0.520
C -1.205 -3.936 0.585
C -0.469 -5.031 1.022
H 2.060 -4.863 -1.332
H 0.475 -3.123 -2.134
H -2.119 -3.680 1.234
H -0.698 -5.711 1.874
*
```

How is the electron density shared among the atoms? According to Löwdin, the charges in e are:
1. Cs 0.994
2. N -0.047
3. C -0.280
4. C -0.694
5. O -0.124
6. N -0.082
7. C -0.207
8. C -0.783
9. O -0.332
10. O -0.075
11. H 0.076
12. H 0.050
13. H 0.086
14. H 0.095
15. H 0.128
16. H 0.109
17. C -0.061
18. N -0.127
19. C -0.095
20. C -0.140
21. N -0.024
22. C -0.897
23. S 0.501
24. H 0.084
25. H 0.050
26. H 0.106
27. H 0.125
28. H 0.081
29. H 0.132
30. H 0.114
31. H 0.131
32. N 0.098
33. C -0.255
34. C -0.307
35. C -0.070
36. C -0.179
37. C -0.187
38. C -0.235
39. C -0.077
40. H 0.088
41. H 0.038
42. H 0.088
43. H 0.106

***

Record 8
C15H18IrN2O2P as an isolated structure, computed with wB97M-V/def2-TZVPD.

The orbital gap (alpha / beta) is 5.9 / 6.3 eV. Its total energy is -35045.6813 eV.

ORCA input file:
```
! RIJCOSX wB97M-V def2-TZVPD def2/J DEFGRID3
* xyz 0 5
Ir 0.369 -1.447 0.599
C -3.140 2.768 -1.277
C -2.693 2.291 -0.048
C -1.812 1.207 -0.001
C -1.363 0.582 -1.172
C -1.825 1.077 -2.402
C -2.707 2.162 -2.455
N -0.474 -0.505 -1.019
N -0.109 -1.020 -2.097
C 0.787 -2.119 -1.992
C 1.200 -2.702 -3.199
C 2.081 -3.789 -3.222
C 2.568 -4.318 -2.029
C 2.176 -3.760 -0.816
C 1.297 -2.676 -0.803
H -3.825 3.610 -1.318
H -3.027 2.759 0.874
H -1.468 0.841 0.964
H -1.501 0.622 -3.333
H -3.053 2.531 -3.416
H 0.828 -2.300 -4.139
H 2.384 -4.221 -4.173
H 3.252 -5.162 -2.045
H 2.546 -4.160 0.123
O 1.141 -2.315 1.973
C 0.669 2.093 1.113
P 0.176 0.961 2.396
C -0.813 1.915 3.528
C 1.667 0.555 3.281
O -0.540 -0.248 1.868
H 1.186 2.959 1.534
H -0.205 2.451 0.561
H 1.344 1.601 0.407
H -0.260 2.786 3.891
H -1.101 1.308 4.391
H -1.724 2.269 3.037
H 2.160 1.458 3.650
H 2.367 0.024 2.630
H 1.441 -0.086 4.138
*
```

How is the electron density shared among the atoms? According to Löwdin, the charges in e are:
1. Ir 1.475
2. C -0.114
3. C -0.099
4. C -0.118
5. C -0.247
6. C -0.026
7. C -0.090
8. N -0.246
9. N -0.007
10. C -0.326
11. C -0.042
12. C -0.085
13. C -0.110
14. C -0.118
15. C -0.278
16. H 0.095
17. H 0.094
18. H 0.024
19. H 0.097
20. H 0.100
21. H 0.104
22. H 0.101
23. H 0.097
24. H 0.095
25. O -0.472
26. C -0.164
27. P 0.562
28. C -0.142
29. C -0.178
30. O -0.560
31. H 0.072
32. H 0.045
33. H 0.070
34. H 0.071
35. H 0.071
36. H 0.058
37. H 0.066
38. H 0.053
39. H 0.071